[1]
Molecular formula: C28H45N2O17Sr
Method: DFT, ωB97M-V/def2-TZVPD

Positions of all 93 atoms, in Å:
Sr 3.07 -1.64 -1.59
C 0.18 0.61 -0.26
O 1.32 -0.16 -0.64
H -0.18 1.24 -1.07
H -0.54 -0.04 0.24
H 0.48 1.37 0.45
C 4.03 1.46 -0.06
O 4.42 0.13 -0.29
C 4.99 -0.43 0.94
C 4.02 -1.27 1.73
O 3.46 -2.37 0.91
C 2.28 -2.96 1.37
C 1.76 -3.91 0.36
O 1.29 -3.30 -0.90
C 0.53 -4.33 -1.63
H 3.46 1.75 -0.94
H 4.83 2.20 0.02
H 3.37 1.47 0.81
H 5.48 0.31 1.57
H 5.76 -1.10 0.56
H 3.16 -0.62 1.88
H 4.30 -1.78 2.65
H 1.60 -2.13 1.56
H 2.59 -3.48 2.28
H 0.86 -4.27 0.86
H 2.43 -4.76 0.22
H -0.05 -3.90 -2.45
H -0.17 -4.79 -0.94
H 1.04 -5.18 -2.07
C -4.59 1.48 2.67
C -5.96 1.32 2.48
C -6.59 0.74 1.40
C -5.74 0.31 0.37
C -4.32 0.39 0.55
C -3.78 0.94 1.71
N -6.37 -0.28 -0.88
O -5.74 -0.19 -1.92
O -7.39 -0.91 -0.78
H -4.16 1.98 3.52
H -6.57 1.60 3.32
H -7.66 0.65 1.28
H -3.67 0.06 -0.24
H -2.71 0.94 1.89
C -2.72 -2.87 -1.46
C -4.11 -3.09 -1.39
C -4.81 -3.08 -0.20
C -4.18 -2.82 0.97
C -2.80 -2.56 0.95
C -2.04 -2.59 -0.25
N -4.90 -2.60 2.26
O -4.32 -2.25 3.30
O -6.10 -2.78 2.17
H -2.28 -2.82 -2.45
H -4.73 -3.12 -2.28
H -5.88 -3.18 -0.15
H -2.23 -2.30 1.83
H -1.01 -2.29 -0.30
C 0.15 0.80 3.69
O 0.95 -0.15 4.43
C 0.79 -1.42 4.24
O -0.06 -1.93 3.52
O 1.64 -2.04 5.07
C 1.54 -3.45 5.21
H -0.79 0.85 4.25
H 0.03 0.47 2.65
H 0.56 1.80 3.75
H 2.05 -3.87 6.07
H 1.95 -4.00 4.36
H 0.51 -3.79 5.34
C 3.66 0.24 -7.16
O 3.80 -0.06 -5.75
C 2.98 0.26 -4.76
O 3.02 -0.18 -3.63
O 2.04 1.10 -5.22
C 1.13 1.71 -4.31
H 4.64 0.20 -7.64
H 3.15 1.20 -7.27
H 3.18 -0.64 -7.59
H 0.33 1.03 -4.01
H 0.59 2.52 -4.81
H 1.63 2.00 -3.38
C 2.43 8.75 -0.80
O 2.37 7.36 -0.34
C 1.44 6.59 -0.95
O 0.57 6.98 -1.73
O 1.55 5.32 -0.45
C 0.75 4.33 -0.95
H 3.24 9.27 -0.30
H 1.47 9.21 -0.58
H 2.77 8.78 -1.83
H 0.60 4.15 -2.01
H -0.24 4.42 -0.50
H 1.19 3.42 -0.55

Computed properties:
Lowest unoccupied orbital energy in hartree: -0.115
Gap between HOMO and LUMO in eV: 7.253
Multiplicity: 1
Energy in hartree: -2512.78715
HOMO energy in eV: -10.370
Total charge: +1

Atomic partial charges in e from the Mulliken method, atoms 1 to 2: number 1, Sr, carries 1.981; number 2, C, carries -0.531



[2]
Molecular formula: C36H88F6NO41P7S5V
Method: DFT, ωB97M-V/def2-TZVPD

Positions of all 185 atoms, in Å:
V 0.38 -0.92 -2.41
O 3.26 -2.05 -4.93
C 2.38 -1.49 -4.10
O 1.21 -1.24 -4.42
O 2.60 -1.30 -2.92
H 4.06 -1.88 -4.43
C 2.70 -0.09 0.61
F 3.80 -0.65 1.12
F 2.26 0.90 1.38
F 2.98 0.34 -0.61
S 1.30 -1.42 0.55
O 1.78 -2.58 -0.25
O 1.09 -1.84 1.93
N 0.04 -0.62 -0.36
S -0.99 -0.47 0.82
O -1.69 -1.74 1.20
O -0.44 0.39 1.86
C -2.45 0.62 -0.01
F -2.07 1.93 -0.10
F -2.90 0.12 -1.21
F -3.55 0.48 0.76
C -4.26 -2.21 -2.82
O -4.15 -1.06 -3.75
P -2.70 -0.77 -4.45
O -1.55 -0.60 -3.48
O -2.49 -1.99 -5.53
C -1.44 -2.07 -6.45
O -2.96 0.55 -5.35
C -3.99 0.50 -6.29
H -5.02 -1.87 -2.11
H -3.36 -2.38 -2.23
H -4.57 -3.16 -3.24
H -0.92 -1.11 -6.51
H -1.83 -2.23 -7.46
H -0.78 -2.94 -6.40
H -4.66 1.35 -6.13
H -4.59 -0.41 -6.30
H -3.64 0.56 -7.32
C 7.27 0.74 2.42
O 7.68 1.74 1.54
P 7.27 3.27 1.84
O 7.90 3.79 3.05
O 7.85 4.00 0.53
C 9.26 3.93 0.20
O 5.67 3.35 1.62
C 5.13 3.05 0.32
H 6.19 0.70 2.51
H 7.62 1.01 3.42
H 7.84 -0.17 2.21
H 9.26 3.78 -0.88
H 9.88 3.22 0.74
H 9.71 4.91 0.34
H 4.34 3.76 0.07
H 4.55 2.15 0.54
H 5.84 2.99 -0.51
C 8.15 -4.09 1.25
O 6.80 -4.36 0.74
P 5.60 -3.34 1.22
O 5.46 -3.07 2.68
O 5.72 -2.11 0.22
C 5.62 -2.33 -1.18
O 4.29 -4.11 0.64
C 3.73 -5.11 1.51
H 8.86 -3.83 0.46
H 8.41 -5.06 1.68
H 8.25 -3.35 2.04
H 4.76 -1.71 -1.44
H 5.25 -3.31 -1.46
H 6.48 -1.99 -1.76
H 4.44 -5.68 2.12
H 3.17 -5.81 0.89
H 2.95 -4.65 2.12
C 2.85 4.21 -3.73
O 2.25 3.08 -3.10
P 0.70 2.65 -3.16
O 0.39 1.32 -2.66
O 0.03 3.78 -2.17
C 0.27 3.83 -0.76
O 0.15 3.03 -4.64
C -0.28 2.08 -5.61
H 3.87 4.03 -4.07
H 3.01 5.12 -3.14
H 2.36 4.48 -4.66
H -0.55 4.31 -0.21
H 1.19 4.34 -0.47
H 0.39 2.80 -0.41
H -1.35 2.21 -5.77
H -0.16 1.03 -5.37
H 0.14 2.29 -6.60
C -3.87 -1.31 3.75
O -2.80 -0.43 3.60
P -2.44 0.59 4.82
O -3.56 1.15 5.64
O -1.42 -0.21 5.71
C -0.12 -0.61 5.34
O -1.56 1.77 4.15
C -2.15 2.92 3.44
H -3.60 -2.36 3.74
H -4.50 -1.09 2.88
H -4.50 -1.13 4.61
H 0.50 -0.61 6.24
H 0.40 0.00 4.60
H -0.23 -1.60 4.91
H -2.02 3.84 4.01
H -3.23 2.93 3.30
H -1.73 2.96 2.43
C 2.27 -5.18 -3.12
O 1.30 -5.07 -2.10
P -0.24 -4.56 -2.32
O -0.38 -3.07 -2.34
O -1.05 -5.33 -1.15
C -0.92 -4.95 0.20
O -0.84 -5.23 -3.69
C -2.24 -5.12 -3.94
H 1.95 -4.91 -4.13
H 2.63 -6.21 -3.16
H 3.13 -4.53 -2.96
H -1.91 -4.67 0.55
H -0.25 -4.10 0.34
H -0.62 -5.80 0.81
H -2.26 -4.86 -5.00
H -2.69 -4.32 -3.36
H -2.70 -6.10 -3.76
C -6.32 4.04 1.27
O -7.64 3.78 0.79
P -7.95 2.84 -0.54
O -7.22 3.16 -1.77
O -7.82 1.32 -0.02
C -6.61 0.60 -0.21
O -9.58 3.08 -0.70
C -10.51 2.94 0.36
H -6.10 3.47 2.17
H -6.30 5.12 1.41
H -5.53 3.76 0.56
H -5.75 1.24 -0.44
H -6.62 -0.24 -0.89
H -6.26 0.18 0.73
H -11.32 2.26 0.10
H -10.86 3.93 0.63
H -9.95 2.52 1.20
C 3.95 3.41 4.82
C 3.23 2.19 4.18
C 1.75 2.57 4.18
S 1.79 4.31 3.55
O 0.71 5.12 4.21
O 1.86 4.25 2.09
C 3.42 4.71 4.25
H 5.03 3.23 4.77
H 3.67 3.43 5.87
H 3.38 1.30 4.80
H 3.50 1.97 3.15
H 1.30 2.47 5.17
H 1.13 2.02 3.48
H 3.01 5.28 5.09
H 4.05 5.30 3.59
C -3.15 3.44 -3.10
C -3.71 3.91 -1.76
C -4.51 5.23 -1.98
S -4.75 5.29 -3.82
O -3.83 6.22 -4.37
O -6.18 5.35 -4.18
C -4.14 3.65 -4.25
H -2.90 2.38 -2.97
H -2.21 3.96 -3.25
H -2.90 3.97 -1.03
H -4.39 3.13 -1.42
H -4.01 6.15 -1.65
H -5.52 5.25 -1.57
H -3.74 3.67 -5.26
H -4.96 2.95 -4.07
C 0.15 -6.71 5.22
C 0.50 -6.21 3.81
C 0.01 -4.73 3.70
S -1.48 -4.70 4.87
O -2.67 -4.50 4.01
O -1.17 -3.87 6.04
C -1.32 -6.46 5.45
H 0.81 -6.26 5.96
H 0.33 -7.78 5.18
H 0.08 -6.82 3.01
H 1.58 -6.30 3.78
H -0.21 -4.37 2.70
H 0.83 -4.12 4.06
H -1.89 -7.09 4.77
H -1.71 -6.49 6.47

Computed properties:
Lowest unoccupied orbital energy (alpha / beta) in hartree: 0.003 / 0.003
Gap between HOMO and LUMO (alpha / beta) in eV: 8.174 / 9.836
Multiplicity: 4
Energy in hartree: -10488.26856
HOMO energy (alpha / beta) in eV: -8.096 / -9.758
Total charge: 0

Atomic partial charges in e from the Mulliken method, atoms 1 to 2: number 1, V, carries 1.479; number 2, O, carries -0.537



Look up the energy of the first one. -2512.78715 hartree